Entry 1:
Here is a structure of composition C18H17F6N4O9RhS3 from OMol25. Energies are from wB97M-V/def2-TZVPD.

```
! RIJCOSX wB97M-V def2-TZVPD def2/J DEFGRID3
* xyz -2 1
O 0.28 -3.32 -2.92
F 2.37 -0.45 -4.13
N -0.38 -1.29 1.07
H -2.12 2.06 2.40
F 2.13 -2.41 -5.03
O 1.97 2.12 2.03
H 0.82 -4.41 4.56
O 0.23 1.79 3.74
C 0.76 4.82 1.46
F 5.16 -1.35 -2.40
O 2.54 -1.84 0.27
C -1.36 -2.17 0.85
C -2.72 1.24 0.53
N 2.54 -2.66 -2.14
N -0.35 1.74 1.26
C 0.16 -2.43 3.09
H 1.14 1.55 -2.36
H -1.46 8.43 1.77
H -1.95 -2.00 -0.04
C 0.35 -1.41 2.17
C -0.60 8.23 2.43
C 0.25 4.02 2.47
C 1.54 -1.49 -4.25
H -2.39 -3.95 1.50
C 0.91 1.68 -1.30
H 0.77 -2.44 3.98
N -0.10 -4.80 4.67
H -1.39 6.38 4.25
S 3.32 -2.36 -0.81
C -0.78 5.94 3.46
C 4.44 -0.98 -1.33
O 4.24 -3.43 -0.56
C -1.61 -3.23 1.70
C -0.82 -3.38 2.84
C 0.49 6.18 1.46
H -0.90 3.93 4.25
S 0.58 2.26 2.41
H 1.36 4.37 0.68
Rh 0.06 0.41 -0.30
H 0.90 6.81 0.67
H -0.86 8.60 3.42
O -3.92 1.44 0.72
H 0.24 8.81 2.05
H 1.12 -0.66 2.32
C -1.76 2.11 1.36
H 1.14 2.68 -0.91
F 5.30 -0.71 -0.34
O -2.21 0.43 -0.31
O 0.49 -1.10 -1.92
F 3.77 0.12 -1.63
C -0.52 4.58 3.47
S 1.11 -2.20 -2.60
H -0.18 -5.67 5.17
H -1.92 3.14 1.01
C -1.07 -4.55 3.74
C -0.28 6.76 2.46
O -2.07 -5.25 3.66
F 0.43 -1.07 -4.86
*
```

## Properties
Lowest unoccupied orbital energy (spin up / spin down) in eV: 4.20 / 4.20
Relative energy (zero: lowest compared OMol25 entry of this formula, charge and spin) in kcal/mol: 51.39
E in Eh: -3496.6664
Gap between HOMO and LUMO (spin up / spin down) in eV: 5.354 / 5.686

---

Entry 2:
Here is a structure of composition C59H137N5O19 in a non-equilibrium geometry from OMol25. Energies are from wB97M-V/def2-TZVPD.

```
! RIJCOSX wB97M-V def2-TZVPD def2/J DEFGRID3
* xyz 0 1
H 7.80 5.75 10.42
H 13.07 -3.01 9.94
H 8.19 5.36 6.64
C 14.54 -1.32 9.59
H 5.04 0.15 6.43
C 7.38 7.18 8.85
H 13.82 3.07 12.85
H 11.23 5.95 10.40
H 5.91 6.54 11.96
C 7.39 5.18 5.92
H 7.46 1.26 3.65
H 9.46 3.15 11.75
C 13.56 -0.05 6.97
H 6.52 5.43 6.54
H 5.68 4.59 0.54
O 9.13 -2.85 7.76
C 13.32 -1.99 10.23
O 14.67 6.04 6.14
H 9.38 -3.52 8.41
C 12.05 -1.06 10.10
H 8.08 5.58 0.74
H 8.32 4.40 2.02
H 14.26 10.21 11.30
H 9.35 0.37 8.51
H 12.75 4.69 12.94
O 4.44 2.83 8.80
N 9.72 3.93 9.11
C 10.82 4.71 8.53
H 8.07 3.90 6.68
N 12.77 9.24 8.23
C 10.75 8.68 6.93
C 11.17 1.18 9.78
H 11.27 0.22 12.50
H 11.33 7.95 6.37
H 7.68 2.33 5.05
H 10.74 11.06 8.66
C 10.51 10.07 9.06
C 7.53 5.97 4.64
H 15.16 8.35 7.76
H 15.89 4.07 13.20
C 11.24 7.66 9.18
H 13.82 7.14 9.21
H 12.20 4.56 10.36
N 13.65 0.94 9.95
H 9.89 8.03 7.04
H 9.00 -0.65 5.95
H 10.53 1.31 8.09
H 11.24 -1.54 10.64
H 15.77 8.84 9.34
H 3.98 6.20 10.48
H 10.15 0.82 9.92
H 7.60 8.15 4.16
H 13.96 5.33 12.30
H 15.38 10.08 8.13
H 13.16 4.45 8.79
H 16.56 -0.20 8.65
H 9.03 3.88 13.89
H 8.57 5.20 9.64
H 15.36 -1.99 9.87
H 9.22 7.24 2.47
C 12.33 0.46 10.50
H 9.94 6.74 8.16
C 10.10 3.89 12.22
O 13.27 -1.18 6.22
H 9.53 0.98 5.31
H 14.01 2.33 11.00
C 15.97 0.62 9.05
O 13.07 10.36 7.33
H 10.80 -1.63 7.59
O 14.54 2.78 12.28
H 5.78 8.24 12.27
H 13.47 9.96 6.55
C 10.24 5.89 7.54
H 11.28 1.13 8.69
H 10.07 -1.74 9.19
H 11.86 6.56 10.80
C 7.68 7.60 11.43
H 7.27 6.17 6.88
H 7.42 4.13 5.65
C 8.42 1.85 9.43
H 10.07 5.84 2.10
H 6.33 9.80 9.88
H 9.34 1.51 6.78
H 7.08 1.16 7.30
C 7.40 7.51 5.02
O 9.92 0.72 3.18
C 13.50 7.83 9.98
N 5.93 7.14 9.05
H 9.00 4.65 4.02
H 3.21 7.32 9.63
H 12.77 10.64 10.72
O 14.12 4.70 10.35
H 5.71 1.99 6.78
H 13.22 2.12 7.22
H 16.26 3.47 11.55
O 8.13 3.07 3.21
H 13.79 3.85 7.33
H 15.43 5.90 11.49
H 9.45 9.89 8.85
H 10.99 6.32 6.88
H 12.90 -0.06 12.63
H 10.25 2.32 4.59
H 8.21 9.16 8.93
H 7.82 2.32 10.21
H 6.45 3.04 8.85
C 8.12 2.00 4.10
C 5.32 9.39 9.95
H 13.51 4.04 10.68
C 7.60 5.98 7.90
H 14.62 0.08 7.20
O 5.17 7.22 7.84
H 13.22 1.71 4.58
H 7.28 3.53 3.24
C 9.00 2.85 8.45
H 15.36 1.06 11.99
H 10.62 10.17 10.14
C 5.72 2.23 8.81
O 5.17 5.64 4.26
C 14.76 5.05 11.60
H 9.14 6.85 10.13
C 12.21 0.55 12.05
H 8.06 7.74 5.85
H 9.26 1.42 9.97
H 16.55 1.40 9.56
H 15.48 1.15 8.23
H 12.58 5.86 9.32
O 9.94 3.96 13.62
H 11.79 -1.15 9.04
H 12.38 4.25 6.99
C 8.95 5.73 4.08
O 5.26 0.19 7.37
C 13.73 9.19 9.32
C 6.54 5.67 2.29
H 14.16 7.67 10.83
H 4.79 9.64 9.04
C 5.68 4.54 1.63
H 4.63 4.77 1.83
H 12.30 1.59 12.36
H 7.29 4.29 8.22
H 4.99 7.23 1.96
H 7.00 5.19 8.34
H 10.23 7.49 9.53
C 15.09 9.11 8.54
H 8.34 7.32 12.25
C 6.04 1.32 7.58
O 9.24 0.03 6.58
C 11.56 3.53 11.90
H 13.53 -2.11 11.29
H 16.60 -0.09 11.47
H 8.61 5.59 7.85
C 10.80 2.91 6.75
H 3.50 7.72 11.34
H 8.86 8.25 7.57
H 12.34 -1.04 6.05
C 15.53 0.10 11.51
H 4.92 4.72 4.27
H 4.29 3.23 9.66
H 14.97 4.24 9.71
H 10.52 9.54 6.30
C 7.96 8.45 8.14
H 5.29 8.13 7.55
C 3.93 7.29 10.44
H 5.90 1.62 9.70
H 6.62 7.85 2.06
C 8.06 6.79 10.23
H 9.77 6.03 4.73
C 7.82 3.51 7.67
C 5.39 7.88 10.18
C 6.17 7.51 11.56
H 11.51 6.84 8.52
C 11.37 9.00 8.36
O 13.85 1.62 5.30
H 4.89 9.84 10.84
H 6.37 7.76 5.25
C 8.02 5.43 1.81
C 13.97 4.62 8.07
N 6.43 5.52 3.74
C 12.09 7.55 10.41
H 12.35 3.11 8.27
H 15.04 -0.68 12.10
H 8.05 8.61 11.22
H 14.23 6.69 7.98
C 9.58 1.49 4.34
C 9.12 6.16 2.53
C 9.85 -1.64 8.13
C 9.91 2.03 7.56
H 9.95 1.22 2.37
H 11.40 2.24 6.15
C 11.73 5.28 9.69
C 15.48 3.81 12.23
H 6.21 7.09 0.63
H 7.76 1.10 8.99
H 10.23 3.60 6.13
H 11.75 8.27 11.15
O 13.92 2.25 10.05
H 7.12 2.67 7.59
H 7.99 -0.62 8.05
H 11.14 2.21 10.12
H 13.10 -0.28 7.94
C 9.05 -0.44 7.85
H 11.66 3.21 10.86
H 14.32 11.13 9.84
H 9.96 4.86 11.73
C 13.88 5.92 7.30
H 12.82 6.02 7.06
H 7.29 8.94 7.43
H 6.05 3.56 1.93
H 12.11 1.18 6.07
C 11.69 3.73 7.66
H 15.58 5.88 6.38
C 6.03 7.01 1.70
C 14.89 0.14 10.06
H 14.33 -1.38 8.53
O 15.20 4.41 8.79
O 9.06 4.52 10.11
H 9.39 5.68 6.88
H 11.84 2.64 12.46
C 13.11 1.33 6.47
O 12.46 4.67 12.03
C 13.76 10.35 10.35
*
```

## Properties
Lowest unoccupied orbital energy in eV: -0.10
Relative energy (zero: lowest compared OMol25 entry of this formula, charge and spin) in kcal/mol: 936.89
E in Eh: -4031.6628
Gap between HOMO and LUMO in eV: 7.633

---

Q: The highest E belongs to which entry?
A: C18H17F6N4O9RhS3

---

Q: The highest E belongs to which entry?
A: C18H17F6N4O9RhS3

---

Q: The lowest relative energy (zero: lowest compared OMol25 entry of this formula, charge and spin) belongs to which entry?
A: C18H17F6N4O9RhS3

---

Q: The lowest E belongs to which entry?
A: C59H137N5O19